The molecule C4H8ClNOS at a distorted geometry, computed with ωB97M-V/def2-TZVPD.

Calculated values
lowest unoccupied orbital energy: 0.54 eV
ΔE to the lowest compared entry with this formula, charge and spin: 63.7 kJ/mol
total energy: -1145.5782 Ha
multiplicity: 1

Element x y z (Å)
C 1.84052 1.25849 -0.41291
C 0.86225 0.02888 -0.62422
Cl 1.78405 -1.57534 -0.43303
C -0.28439 0.16827 0.47052
O -0.58354 1.47653 0.71700
C -1.53002 -0.73595 0.04316
N -1.57437 -1.90845 0.60618
S -2.65999 -0.10411 -0.96631
H 2.30982 1.26972 0.56606
H 1.10933 2.03147 -0.42743
H 2.64464 1.50422 -1.11521
H 0.51087 0.10475 -1.67451
H 0.10233 -0.18984 1.42933
H -1.41049 1.56918 0.14663
H -0.88743 -2.24870 1.28314
H -2.23359 -2.64912 0.39160